1.
Entry from the OMol25 dataset: a structure of composition C53H33I4N9SSeTi (ωB97M-V/def2-TZVPD).

Computed properties:
- total charge = -2
- Kohn-Sham gap (eV) = 4.5

Cartesian coordinates (Å):
Ti: -0.254 0.208 0.417
I: 8.212 -2.894 4.478
C: 6.406 -2.293 3.610
C: 6.311 -1.043 3.018
C: 5.114 -0.654 2.439
C: 3.990 -1.491 2.427
C: 4.117 -2.734 3.060
C: 5.310 -3.142 3.635
C: 2.733 -1.093 1.788
C: 2.088 -1.937 0.922
C: 2.727 -3.117 0.333
C: 1.969 -3.514 -0.694
C: 0.793 -2.647 -0.732
C: -0.227 -2.768 -1.631
C: -0.191 -3.856 -2.635
C: -0.288 -3.568 -3.998
C: -0.238 -4.568 -4.955
C: -0.098 -5.887 -4.548
I: -0.006 -7.407 -5.986
C: -0.033 -6.210 -3.203
C: -0.091 -5.196 -2.257
C: -1.429 -1.984 -1.592
N: -1.606 -0.828 -0.915
C: -2.956 -0.537 -1.007
C: -3.566 0.656 -0.591
C: -5.056 0.632 -0.593
C: -5.703 -0.308 0.210
C: -7.087 -0.393 0.224
C: -7.825 0.469 -0.572
I: -9.918 0.353 -0.565
C: -7.205 1.403 -1.387
C: -5.819 1.476 -1.394
C: -2.921 1.824 -0.219
C: -3.547 3.083 0.018
C: -2.555 4.002 0.159
C: -1.307 3.295 0.066
N: -1.537 1.975 -0.124
C: -0.029 3.940 0.217
C: 1.081 3.147 0.469
C: 2.524 3.490 0.547
C: 3.212 2.362 0.739
C: 2.237 1.203 0.744
N: 0.970 1.851 0.655
C: 0.098 5.392 0.078
C: 0.890 6.148 0.956
C: 1.062 7.514 0.799
C: 0.414 8.170 -0.235
I: 0.654 10.235 -0.473
C: -0.402 7.462 -1.106
C: -0.549 6.095 -0.949
C: -3.614 -1.545 -1.750
C: -2.654 -2.436 -2.147
N: 0.881 -1.708 0.272
H: 7.164 -0.378 3.000
H: 5.060 0.316 1.961
H: 3.248 -3.377 3.113
H: 5.375 -4.109 4.116
H: 3.682 -3.515 0.632
H: 2.179 -4.312 -1.387
H: -0.407 -2.537 -4.307
H: -0.307 -4.324 -6.007
H: 0.040 -7.242 -2.888
H: -0.095 -5.439 -1.202
H: -5.128 -1.001 0.814
H: -7.563 -1.139 0.844
H: -7.791 2.059 -2.017
H: -5.320 2.186 -2.042
H: -4.610 3.256 0.070
H: -2.660 5.057 0.357
H: 2.936 4.480 0.431
H: 4.288 2.271 0.793
H: 1.356 5.652 1.798
H: 1.679 8.065 1.497
H: -0.910 7.971 -1.916
H: -1.169 5.545 -1.646
H: -4.671 -1.589 -1.955
H: -2.797 -3.354 -2.692
C: 2.567 1.027 3.262
C: 2.109 0.261 2.025
N: 0.666 0.010 2.112
N: 0.300 -0.651 3.240
C: -0.983 -0.803 3.284
N: -1.574 -1.461 4.365
S: -1.991 -0.169 2.041
C: 2.419 0.486 -0.614
C: 3.634 0.033 -1.102
C: 3.684 -0.481 -2.390
C: 2.530 -0.521 -3.155
C: 1.349 -0.075 -2.583
N: 1.305 0.427 -1.354
H: 1.919 1.899 3.370
H: 3.601 1.365 3.199
H: 2.445 0.398 4.142
H: -0.915 -2.120 4.760
H: -2.391 -1.969 4.046
H: 4.517 0.065 -0.477
H: 4.620 -0.850 -2.789
H: 2.528 -0.926 -4.157
H: 0.401 -0.124 -3.106
Se: -2.223 -3.968 1.572
C: -4.020 -3.628 1.492
N: -5.158 -3.394 1.430

***

2.
Entry from the OMol25 dataset: a structure of composition C53H46BClKN12O3S (ωB97M-V/def2-TZVPD).

Computed properties:
- total charge = 0
- spin multiplicity = 2
- energy above the lowest of the compared OMol25 structures with the same formula, charge and spin (kJ/mol) = 0.0
- Kohn-Sham gap (alpha / beta) (eV) = 6.1 / 2.3
- ⟨S²⟩ = 0.771

Cartesian coordinates (Å):
K: 0.155 0.025 -0.057
C: -0.654 4.792 2.350
C: 0.527 4.559 3.035
C: 0.763 3.294 3.544
C: -0.182 2.291 3.329
N: -1.315 2.512 2.665
C: -1.538 3.736 2.200
C: 0.021 0.949 3.947
C: 0.354 0.881 5.298
C: 0.466 -0.363 5.891
C: 0.256 -1.491 5.121
C: -0.036 -1.339 3.766
N: -0.152 -0.136 3.195
C: -0.253 -2.519 2.888
C: 0.277 -3.769 3.195
C: 0.075 -4.815 2.309
C: -0.638 -4.584 1.147
C: -1.145 -3.309 0.937
N: -0.972 -2.308 1.789
H: -0.877 5.764 1.929
H: 1.253 5.350 3.178
H: 1.661 3.075 4.107
H: -2.485 3.876 1.687
H: 0.488 1.788 5.873
H: 0.696 -0.453 6.944
H: 0.297 -2.473 5.570
H: 0.873 -3.920 4.085
H: 0.499 -5.789 2.512
H: -0.793 -5.367 0.418
H: -1.716 -3.075 0.046
C: 3.351 0.094 -4.013
C: 3.435 0.334 -2.628
N: 2.940 -0.684 -1.942
N: 2.540 -1.591 -2.841
C: 2.757 -1.143 -4.101
B: 1.831 -2.916 -2.446
N: 0.326 -2.736 -2.720
C: -0.385 -3.117 -3.804
C: -1.633 -2.542 -3.714
C: -1.587 -1.807 -2.519
N: -0.405 -1.932 -1.932
N: 2.136 -3.243 -0.970
C: 2.785 -4.350 -0.532
C: 3.097 -4.162 0.793
C: 2.579 -2.887 1.087
N: 2.005 -2.352 0.024
N: 2.391 -4.056 -3.304
C: 3.607 -4.134 -3.898
C: 3.727 -5.385 -4.453
C: 2.512 -6.019 -4.133
N: 1.722 -5.219 -3.439
H: 3.693 0.711 -4.826
H: 3.836 1.193 -2.111
H: 2.485 -1.727 -4.965
H: 0.030 -3.778 -4.544
H: -2.454 -2.632 -4.406
H: -2.355 -1.205 -2.064
H: 2.987 -5.184 -1.183
H: 3.627 -4.838 1.443
H: 2.617 -2.335 2.013
H: 4.302 -3.312 -3.877
H: 4.559 -5.788 -5.005
H: 2.190 -7.019 -4.377
Cl: -0.670 1.379 -2.615
C: 1.900 3.488 -5.256
O: 0.632 3.409 -4.639
C: -0.455 3.780 -5.354
C: -0.382 4.086 -6.708
C: -1.510 4.431 -7.434
C: -2.740 4.456 -6.805
C: -2.819 4.161 -5.456
C: -1.698 3.850 -4.689
N: -1.948 3.680 -3.306
C: -1.151 3.129 -2.271
C: 0.042 3.917 -1.816
C: 0.342 5.163 -2.309
C: 1.473 5.857 -1.879
C: 2.338 5.288 -0.928
C: 2.040 4.079 -0.372
C: 0.841 3.360 -0.735
O: 0.487 2.339 -0.118
H: 2.622 3.217 -4.490
H: 2.107 4.503 -5.613
H: 1.978 2.787 -6.088
H: 0.571 4.035 -7.215
H: -1.422 4.675 -8.484
H: -3.636 4.699 -7.359
H: -3.788 4.178 -4.968
H: -2.920 3.454 -3.168
H: -1.801 3.009 -1.404
H: -0.297 5.599 -3.067
H: 1.695 6.829 -2.297
H: 3.232 5.821 -0.629
H: 2.674 3.630 0.382
O: -2.110 -0.006 0.158
S: -3.025 1.133 0.347
C: -4.170 0.620 1.649
C: -3.870 -0.545 2.331
C: -4.754 -1.002 3.299
C: -5.910 -0.289 3.581
C: -6.182 0.897 2.908
C: -5.307 1.359 1.939
C: -4.268 0.981 -0.974
C: -4.726 -0.278 -1.331
C: -5.639 -0.404 -2.363
C: -6.100 0.726 -3.029
C: -5.639 1.983 -2.667
C: -4.713 2.111 -1.640
H: -2.949 -1.071 2.095
H: -4.538 -1.919 3.833
H: -6.604 -0.653 4.328
H: -7.079 1.456 3.137
H: -5.518 2.279 1.405
H: -4.359 -1.148 -0.797
H: -5.995 -1.385 -2.650
H: -6.820 0.626 -3.830
H: -6.000 2.862 -3.186
H: -4.350 3.092 -1.347

***

3.
Entry from the OMol25 dataset: a structure of composition C53H46Cl3IrN8OS3Si (ωB97M-V/def2-TZVPD).

Computed properties:
- total charge = 0
- energy above the lowest of the compared OMol25 structures with the same formula, charge and spin (kJ/mol) = 384.3
- Kohn-Sham gap (eV) = 6.2

Cartesian coordinates (Å):
Ir: -1.564 0.392 -1.776
N: -1.629 -0.007 0.183
S: -1.140 0.363 1.489
N: 0.475 0.636 1.799
S: 1.666 -0.300 1.526
N: 2.179 -0.637 0.111
S: 1.791 0.277 -1.220
N: 0.475 0.134 -1.777
C: 3.066 -0.298 -2.322
C: 3.840 -1.419 -2.074
C: 4.749 -1.829 -3.040
C: 4.875 -1.123 -4.227
C: 4.090 -0.001 -4.462
C: 3.176 0.415 -3.509
C: 2.439 1.888 -0.753
C: 1.578 2.967 -0.741
C: 2.069 4.205 -0.335
C: 3.395 4.340 0.046
C: 4.252 3.244 0.015
C: 3.777 2.010 -0.390
C: 2.974 0.502 2.418
C: 2.717 1.622 3.189
C: 3.787 2.260 3.804
C: 5.074 1.768 3.650
C: 5.312 0.638 2.874
C: 4.258 0.002 2.242
C: 1.465 -1.896 2.251
C: 2.030 -2.220 3.475
C: 1.733 -3.457 4.029
C: 0.866 -4.321 3.375
C: 0.295 -3.967 2.158
C: 0.600 -2.749 1.577
C: -1.643 -0.848 2.691
C: -1.082 -0.856 3.963
C: -1.515 -1.802 4.874
C: -2.506 -2.711 4.512
C: -3.062 -2.678 3.244
C: -2.628 -1.742 2.312
C: -1.724 1.886 2.223
C: -1.118 3.085 1.875
C: -1.632 4.264 2.386
C: -2.761 4.243 3.195
C: -3.384 3.042 3.496
C: -2.865 1.851 3.013
H: 3.721 -1.968 -1.151
H: 5.354 -2.709 -2.864
H: 5.583 -1.451 -4.976
H: 4.183 0.545 -5.391
H: 2.545 1.279 -3.685
H: 0.538 2.836 -1.027
H: 1.404 5.058 -0.324
H: 3.770 5.306 0.360
H: 5.290 3.355 0.300
H: 4.436 1.151 -0.431
H: 1.705 1.993 3.283
H: 3.609 3.144 4.400
H: 5.902 2.270 4.133
H: 6.319 0.262 2.753
H: 4.424 -0.861 1.610
H: 2.685 -1.529 3.988
H: 2.172 -3.738 4.977
H: 0.627 -5.278 3.820
H: -0.400 -4.630 1.662
H: 0.152 -2.455 0.633
H: -0.325 -0.131 4.232
H: -1.085 -1.831 5.867
H: -2.849 -3.443 5.232
H: -3.835 -3.378 2.961
H: -3.038 -1.706 1.310
H: -0.265 3.093 1.209
H: -1.161 5.205 2.134
H: -3.168 5.171 3.576
H: -4.285 3.026 4.094
H: -3.365 0.917 3.233
Cl: -2.288 5.983 -6.089
C: -2.020 4.934 -4.730
C: -1.959 3.567 -4.918
C: -1.748 2.764 -3.815
Cl: -1.625 1.032 -4.068
C: -1.595 3.227 -2.498
O: -1.386 2.460 -1.465
C: -1.663 4.634 -2.386
Cl: -1.490 5.330 -0.808
C: -1.871 5.472 -3.462
H: -2.075 3.134 -5.902
H: -1.924 6.540 -3.309
C: 0.071 -1.600 -4.533
Si: -0.610 -2.579 -3.084
C: -1.532 -4.030 -3.843
C: 0.912 -3.328 -2.225
N: -1.698 -1.672 -2.085
C: -2.577 -2.432 -1.299
C: -3.946 -2.133 -1.200
C: -4.809 -2.909 -0.444
C: -4.356 -4.043 0.224
C: -3.016 -4.377 0.118
C: -2.143 -3.578 -0.608
H: 0.770 -2.253 -5.064
H: 0.611 -0.701 -4.236
H: -0.713 -1.326 -5.243
H: -0.909 -4.501 -4.609
H: -2.455 -3.692 -4.320
H: -1.799 -4.793 -3.111
H: 1.688 -3.552 -2.964
H: 0.668 -4.268 -1.725
H: 1.343 -2.654 -1.483
H: -4.329 -1.286 -1.747
H: -5.855 -2.632 -0.391
H: -5.040 -4.659 0.794
H: -2.639 -5.266 0.613
H: -1.098 -3.856 -0.662
N: -5.883 1.776 1.803
C: -5.495 1.983 0.732
N: -5.097 2.291 -0.495
C: -4.284 1.502 -1.089
N: -3.530 0.814 -1.654

***

4.
Entry from the OMol25 dataset: a structure of composition C53H46N4O6Se2Y (ωB97M-V/def2-TZVPD).

Computed properties:
- total charge = -1
- Kohn-Sham gap (eV) = 5.7

Cartesian coordinates (Å):
Y: 0.321 -0.002 0.444
C: -6.293 3.157 7.350
O: -4.918 3.357 7.113
C: -4.388 2.788 5.988
C: -5.118 2.040 5.074
C: -4.474 1.505 3.960
C: -3.119 1.700 3.744
C: -2.403 2.458 4.674
C: -3.027 2.997 5.782
C: -2.415 1.131 2.558
C: -2.210 -0.255 2.528
C: -2.758 -1.200 3.472
C: -2.393 -2.436 3.053
C: -1.602 -2.259 1.859
N: -1.494 -0.928 1.582
C: -1.075 -3.303 1.088
C: -0.412 -3.168 -0.138
C: 0.112 -4.270 -0.914
C: 0.705 -3.736 -2.006
C: 0.540 -2.302 -1.913
C: 1.022 -1.381 -2.850
C: 1.824 -1.900 -3.995
C: 1.265 -2.676 -4.997
C: 2.028 -3.151 -6.061
C: 3.380 -2.840 -6.120
O: 4.221 -3.253 -7.117
C: 3.668 -4.057 -8.135
C: 3.956 -2.057 -5.123
C: 3.186 -1.593 -4.075
C: 0.829 0.008 -2.806
N: 0.273 0.704 -1.776
C: 0.174 2.006 -2.171
C: -0.432 3.041 -1.447
C: -0.336 4.409 -2.033
C: -1.426 5.027 -2.625
C: -1.328 6.300 -3.182
C: -0.112 6.967 -3.144
O: 0.097 8.216 -3.661
C: -1.004 8.854 -4.268
C: 0.993 6.362 -2.549
C: 0.878 5.099 -2.003
C: -1.128 2.902 -0.241
C: -1.789 3.981 0.456
C: -2.339 3.450 1.572
C: -2.013 2.041 1.570
N: -1.285 1.744 0.459
C: 0.718 2.144 -3.501
C: 1.126 0.913 -3.891
N: -0.133 -1.993 -0.769
C: -1.236 -4.685 1.629
C: -2.172 -5.564 1.107
C: -2.325 -6.852 1.615
C: -1.523 -7.267 2.669
O: -1.590 -8.505 3.246
C: -2.532 -9.412 2.718
C: -0.575 -6.397 3.203
C: -0.436 -5.124 2.686
H: -6.522 3.675 8.278
H: -6.530 2.095 7.462
H: -6.904 3.575 6.544
H: -6.176 1.868 5.206
H: -5.045 0.928 3.244
H: -1.343 2.615 4.514
H: -2.475 3.582 6.506
H: -3.355 -0.949 4.333
H: -2.645 -3.384 3.499
H: 0.050 -5.311 -0.641
H: 1.222 -4.256 -2.794
H: 0.209 -2.916 -4.952
H: 1.555 -3.751 -6.825
H: 4.481 -4.286 -8.818
H: 2.878 -3.529 -8.679
H: 3.261 -4.989 -7.732
H: 5.012 -1.827 -5.185
H: 3.638 -0.984 -3.299
H: -2.374 4.503 -2.659
H: -2.200 6.745 -3.638
H: -0.646 9.821 -4.612
H: -1.822 9.005 -3.557
H: -1.377 8.283 -5.124
H: 1.931 6.901 -2.524
H: 1.733 4.630 -1.532
H: -1.820 5.009 0.132
H: -2.917 3.958 2.327
H: 0.751 3.061 -4.067
H: 1.557 0.629 -4.838
H: -2.799 -5.239 0.286
H: -3.068 -7.506 1.183
H: -2.432 -10.327 3.295
H: -2.334 -9.626 1.664
H: -3.553 -9.032 2.819
H: 0.048 -6.742 4.018
H: 0.309 -4.451 3.092
O: 4.574 0.027 -1.050
C: 3.982 1.043 -0.257
C: 4.261 0.878 1.241
C: 5.766 1.170 1.413
O: 6.269 0.960 2.729
C: 4.002 -0.548 1.760
Se: 2.609 -1.628 0.871
C: 3.501 1.940 2.054
Se: 1.539 2.081 1.933
H: 4.080 -0.788 -0.842
H: 2.905 1.109 -0.435
H: 4.418 1.992 -0.591
H: 5.966 2.203 1.097
H: 6.329 0.501 0.762
H: 5.715 1.462 3.335
H: 3.763 -0.507 2.821
H: 4.915 -1.134 1.664
H: 3.876 2.927 1.773
H: 3.727 1.800 3.114